1.
Density functional theory data (ωB97M-V with the def2-TZVPD basis set) for C33H24BrF5FeN8O2Te as an isolated structure.

Geometry as XYZ:
```
75
C33H24BrF5FeN8O2Te, DFT ωB97M-V with the def2-TZVPD basis set
Te 0.77 -1.98 -3.15
Br 0.29 -3.27 -0.33
Fe 0.90 -0.80 -0.09
F 2.63 -2.65 -2.07
F 0.17 -2.94 -5.01
F 2.25 -1.34 -4.28
F -1.34 -2.18 -2.59
F -0.08 -0.56 -4.19
O 0.96 -0.60 -1.87
O 2.77 0.51 0.08
N -2.58 -0.06 1.83
N 4.37 -3.79 0.93
N 2.97 -0.74 0.09
N 5.84 0.13 1.83
N -0.47 2.11 -1.32
N -0.43 1.83 1.52
N -2.18 0.07 3.11
N -0.98 0.90 -1.06
C 4.01 -1.26 0.68
C 1.45 -4.51 4.03
C 4.16 -2.67 0.76
C -1.44 2.78 5.48
C 5.02 -0.49 1.32
C 1.15 -2.76 2.34
C -1.60 1.26 3.59
C -0.83 2.15 2.76
C 1.21 -1.40 1.90
C -1.97 1.76 -2.88
C 0.77 -5.12 1.81
C 1.11 -5.47 3.13
C 1.52 3.43 -1.17
C 2.56 3.93 0.91
C 0.53 2.57 0.89
C 1.87 -2.14 4.59
C -1.04 2.66 -2.43
C 1.58 3.22 1.57
C 0.54 2.70 -0.54
C -1.84 1.58 4.91
C -3.22 -1.86 3.02
C 3.64 4.77 -1.21
C 2.55 4.04 -0.47
C 1.49 -3.14 3.67
C -0.86 3.73 4.65
C -0.58 3.43 3.33
C -1.69 3.05 6.94
C -3.21 -1.21 1.77
C -2.55 -1.01 3.85
C 1.99 -0.85 4.16
C -1.89 0.68 -1.98
C 1.69 -0.50 2.83
C 0.78 -3.80 1.45
H 0.52 -5.87 1.09
H -1.53 2.15 7.53
H -2.60 1.85 -3.75
H 4.17 4.08 -1.88
H 4.36 5.20 -0.51
H -3.63 -2.82 3.26
H -2.39 0.87 5.53
H 1.52 3.48 -2.25
H -0.77 3.64 -2.78
H -0.16 4.19 2.70
H 1.10 -6.51 3.42
H -2.29 -1.11 4.89
H 1.73 -4.77 5.05
H 1.64 3.12 2.65
H 1.88 0.52 2.53
H -1.02 3.83 7.31
H -2.72 3.38 7.11
H -2.43 -0.25 -2.01
H 2.10 -2.41 5.61
H 3.36 4.39 1.48
H -0.62 4.71 5.04
H 2.31 -0.07 4.85
H 3.23 5.58 -1.82
H -3.62 -1.55 0.83
```

Summary:
Kohn-Sham gap (alpha / beta) = 3.857 / 3.304 eV
2S+1 = 5
Charge = -2
E_LUMO (alpha / beta) = 2.55 / 1.95 eV

Just the Löwdin charges please, in e? Sure, here they are: atom 1 (Te): 1.8922, atom 2 (Br): 0.9963, atom 3 (Fe): 0.6807, atom 4 (F): -0.5763, atom 5 (F): -0.5351, atom 6 (F): -0.4796, atom 7 (F): -0.5763, atom 8 (F): -0.4600, atom 9 (O): -0.6863, atom 10 (O): -0.0616, atom 11 (N): 0.1025, atom 12 (N): 0.1660, atom 13 (N): -0.1297, atom 14 (N): 0.1465, atom 15 (N): -0.0746, atom 16 (N): 0.0830, atom 17 (N): -0.0885, atom 18 (N): 0.0633, atom 19 (C): -0.2931, atom 20 (C): -0.0450, atom 21 (C): -0.1912, atom 22 (C): -0.3240, atom 23 (C): -0.1815, atom 24 (C): -0.2183, atom 25 (C): -0.1292, atom 26 (C): -0.2396, atom 27 (C): -0.1082, atom 28 (C): -0.0662, atom 29 (C): -0.1210, atom 30 (C): -0.0918, atom 31 (C): 0.0018, atom 32 (C): -0.0655, atom 33 (C): -0.2591, atom 34 (C): -0.0456, atom 35 (C): -0.0680, atom 36 (C): -0.0703, atom 37 (C): -0.1418, atom 38 (C): -0.0183, atom 39 (C): -0.0933, atom 40 (C): -0.0737, atom 41 (C): -0.3028, atom 42 (C): -0.1704, atom 43 (C): -0.0812, atom 44 (C): -0.0574, atom 45 (C): -0.0880, atom 46 (C): -0.1717, atom 47 (C): -0.0966, atom 48 (C): -0.0611, atom 49 (C): -0.1611, atom 50 (C): -0.0934, atom 51 (C): -0.5069, atom 52 (H): 0.1005, atom 53 (H): 0.0639, atom 54 (H): 0.0842, atom 55 (H): 0.0756, atom 56 (H): 0.0630, atom 57 (H): 0.0748, atom 58 (H): 0.0979, atom 59 (H): 0.1184, atom 60 (H): 0.1100, atom 61 (H): 0.0984, atom 62 (H): 0.0964, atom 63 (H): 0.1050, atom 64 (H): 0.1056, atom 65 (H): 0.1028, atom 66 (H): 0.0883, atom 67 (H): 0.0620, atom 68 (H): 0.0654, atom 69 (H): 0.0900, atom 70 (H): 0.1042, atom 71 (H): 0.1005, atom 72 (H): 0.0981, atom 73 (H): 0.1063, atom 74 (H): 0.0664, atom 75 (H): 0.0933


2.
Density functional theory data (ωB97M-V with the def2-TZVPD basis set) for C4H8F3NdO5S as an isolated structure.

Geometry as XYZ:
```
22
C4H8F3NdO5S, DFT ωB97M-V with the def2-TZVPD basis set
Nd 0.69 1.11 1.14
S -1.14 -2.01 -1.32
F -0.60 -0.34 -3.35
F -0.77 0.62 -1.45
F -2.53 -0.04 -2.46
O -1.34 -2.88 -2.66
O -0.86 0.56 2.93
O 0.47 -1.05 0.97
O -2.33 -2.04 -0.45
O 0.68 -1.05 2.58
C -1.28 -0.37 -2.24
C -1.31 -4.31 -2.52
C -2.19 0.94 3.27
C -0.50 -0.81 3.22
H -0.37 -4.62 -2.04
H -1.38 -4.71 -3.54
H -2.91 0.30 2.75
H -2.18 -4.65 -1.94
H -2.31 0.88 4.36
H -1.31 -1.45 2.81
H -2.32 1.98 2.95
H -0.37 -0.93 4.30
```

Summary:
Kohn-Sham gap (alpha / beta) = 4.398 / 6.339 eV
2S+1 = 4
Charge = +2
E_LUMO (alpha / beta) = -11.47 / -9.53 eV

Just the Löwdin charges please, in e? Sure, here they are: atom 1 (Nd): 2.2451, atom 2 (S): 1.0036, atom 3 (F): 0.1871, atom 4 (F): 0.0059, atom 5 (F): 0.1915, atom 6 (O): -0.3832, atom 7 (O): -0.3585, atom 8 (O): -0.3505, atom 9 (O): -0.4022, atom 10 (O): -0.1226, atom 11 (C): -0.7361, atom 12 (C): -0.0668, atom 13 (C): -0.0150, atom 14 (C): -0.2245, atom 15 (H): 0.0966, atom 16 (H): 0.1102, atom 17 (H): 0.1250, atom 18 (H): 0.0998, atom 19 (H): 0.1274, atom 20 (H): 0.1701, atom 21 (H): 0.1104, atom 22 (H): 0.1866


3.
Density functional theory data (ωB97M-V with the def2-TZVPD basis set) for a single C2H6O2 molecule.

Geometry as XYZ:
```
10
C2H6O2, DFT ωB97M-V with the def2-TZVPD basis set
O -0.91 1.16 0.12
O 1.60 0.30 -0.34
C 0.70 -0.56 0.31
C -0.73 -0.24 -0.08
H -1.44 -0.80 0.53
H -1.33 1.53 -0.66
H 0.81 -0.49 1.41
H -0.89 -0.50 -1.13
H 1.23 1.19 -0.18
H 0.96 -1.59 0.02
```

Summary:
Kohn-Sham gap = 11.060 eV
Charge = 0
E_LUMO = 0.83 eV
Energy relative to the best compared isomer or geometry (same formula, charge and spin) = 12.6 kcal per mole

Just the natural (NBO) charges please, in e? Sure, here they are: atom 1 (O): -0.7386, atom 2 (O): -0.7151, atom 3 (C): -0.0842, atom 4 (C): -0.0930, atom 5 (H): 0.1693, atom 6 (H): 0.4786, atom 7 (H): 0.1582, atom 8 (H): 0.1676, atom 9 (H): 0.4756, atom 10 (H): 0.1816


4.
Density functional theory data (ωB97M-V with the def2-TZVPD basis set) for a single C22H30N4O2 molecule.

Geometry as XYZ:
```
58
C22H30N4O2, DFT ωB97M-V with the def2-TZVPD basis set
O 3.35 2.90 2.01
O -0.89 4.84 -0.96
N 2.98 1.05 0.78
N 2.26 -1.29 -0.53
N -1.40 1.63 0.33
N -0.83 2.75 -0.05
C -1.50 3.84 -0.61
C -0.51 -2.16 -0.59
C 0.37 -2.32 0.65
C -4.79 -1.65 0.45
C 1.46 -1.15 -1.74
C -2.64 -0.48 1.76
C -0.85 -0.73 -2.64
C -2.93 3.65 -0.70
C 1.83 -2.45 0.24
C -3.22 0.17 0.67
C 2.59 2.13 1.46
C -4.20 -2.29 1.54
C -3.13 -1.70 2.19
C 4.52 -0.80 0.38
C 0.62 2.80 0.09
C -3.51 2.49 -0.32
C 3.69 -1.33 -0.80
C -4.30 -0.43 0.02
C 1.07 2.32 1.47
C -2.68 1.45 0.22
C -0.02 -0.95 -1.39
C 4.36 0.71 0.55
H 0.91 3.84 -0.08
H -0.79 -1.59 -3.31
H 4.02 -2.35 -1.05
H -1.81 -0.01 2.26
H -4.59 -3.24 1.87
H 4.72 1.22 -0.36
H 1.82 -0.29 -2.30
H -5.62 -2.10 -0.06
H -4.75 0.05 -0.84
H 4.95 1.08 1.39
H -2.67 -2.19 3.03
H 1.96 -3.38 -0.35
H 2.45 -2.53 1.13
H 2.32 0.39 0.37
H -4.58 2.34 -0.38
H 3.89 -0.69 -1.67
H -0.51 0.14 -3.19
H 0.07 -3.20 1.22
H 1.06 2.17 -0.69
H -0.44 -3.06 -1.21
H -1.55 -2.02 -0.30
H 0.80 3.05 2.23
H 0.25 -1.44 1.28
H -0.11 -0.07 -0.75
H 1.56 -2.04 -2.39
H -1.90 -0.59 -2.38
H 0.58 1.37 1.69
H -3.50 4.47 -1.10
H 4.21 -1.30 1.30
H 5.57 -1.03 0.20
```

Summary:
Kohn-Sham gap = 8.604 eV
Charge = 0
E_LUMO = -0.03 eV
Energy relative to the best compared isomer or geometry (same formula, charge and spin) = 45.9 kcal per mole

Just the natural (NBO) charges please, in e? Sure, here they are: atom 1 (O): -0.6298, atom 2 (O): -0.6172, atom 3 (N): -0.6596, atom 4 (N): -0.4718, atom 5 (N): -0.1940, atom 6 (N): -0.2000, atom 7 (C): 0.5806, atom 8 (C): -0.3945, atom 9 (C): -0.4047, atom 10 (C): -0.2086, atom 11 (C): -0.2049, atom 12 (C): -0.2150, atom 13 (C): -0.6041, atom 14 (C): -0.2443, atom 15 (C): -0.2177, atom 16 (C): 0.0089, atom 17 (C): 0.6796, atom 18 (C): -0.2112, atom 19 (C): -0.1970, atom 20 (C): -0.4098, atom 21 (C): -0.2228, atom 22 (C): -0.1801, atom 23 (C): -0.2175, atom 24 (C): -0.2187, atom 25 (C): -0.4931, atom 26 (C): 0.1051, atom 27 (C): -0.2324, atom 28 (C): -0.2155, atom 29 (H): 0.2590, atom 30 (H): 0.2033, atom 31 (H): 0.1794, atom 32 (H): 0.2264, atom 33 (H): 0.2166, atom 34 (H): 0.1804, atom 35 (H): 0.1983, atom 36 (H): 0.2168, atom 37 (H): 0.2114, atom 38 (H): 0.2256, atom 39 (H): 0.2166, atom 40 (H): 0.1638, atom 41 (H): 0.2032, atom 42 (H): 0.4329, atom 43 (H): 0.2252, atom 44 (H): 0.1986, atom 45 (H): 0.2072, atom 46 (H): 0.2113, atom 47 (H): 0.2014, atom 48 (H): 0.1931, atom 49 (H): 0.2171, atom 50 (H): 0.2331, atom 51 (H): 0.2013, atom 52 (H): 0.2120, atom 53 (H): 0.1645, atom 54 (H): 0.2112, atom 55 (H): 0.2248, atom 56 (H): 0.2351, atom 57 (H): 0.2035, atom 58 (H): 0.2171